Run a
Here is the molecule C3H4ClNS from the OMol25 dataset. Energies are from ωB97M-V/def2-TZVPD.

The geometry in XYZ format:
```
10
C3H4ClNS ωB97M-V/def2-TZVPD
C 1.6546 0.0164 -0.5878
C 0.9892 -0.1293 0.5707
Cl 1.9347 0.4600 1.9513
C -0.3856 -0.3926 0.6983
N -1.1203 -0.4130 -0.3848
S -2.7939 -0.0790 -0.1998
H 0.9210 -0.2558 -1.3698
H 2.6082 0.6576 -0.6643
H -0.9233 -0.0225 1.6659
H -2.8846 0.1581 -1.6799
```

Calculated values
SMILES = C=C(Cl)/C=N/S
charge = 0
orbital gap = 8.357 eV



Run b
Here is a structure of composition C3H4ClNS from the OMol25 dataset. Energies are from ωB97M-V/def2-TZVPD.

The geometry in XYZ format:
```
10
C3H4ClNS ωB97M-V/def2-TZVPD
C 1.3609 -1.1347 -0.0399
C 0.3224 -0.3060 -0.2327
C -1.0522 -0.7676 -0.0137
H 3.3117 -1.4833 0.7984
H 3.0476 0.2981 0.1739
H 1.1982 -2.1832 0.1899
H -1.0722 -1.7828 0.0919
N 2.6947 -0.7489 -0.0755
S -2.5710 -0.1365 0.0360
Cl 0.7059 1.5193 0.0245
```

Calculated values
charge = 0
orbital gap = 7.971 eV



Run c
Here is the molecule C3H4ClNS from the OMol25 dataset. Energies are from ωB97M-V/def2-TZVPD.

The geometry in XYZ format:
```
10
C3H4ClNS ωB97M-V/def2-TZVPD
Cl -2.3867 -0.1453 0.5725
C -0.7567 -0.4815 -0.2226
C 0.3501 -0.5606 0.7397
C 1.3375 0.3237 0.5599
S 1.0891 1.4353 -0.7703
N -0.1997 0.6333 -1.4387
H -0.9792 -1.4668 -0.5304
H 0.4396 -1.1532 1.5941
H 2.1425 0.2931 1.2534
H -1.0364 1.1221 -1.7576
```

Calculated values
SMILES = Cl[C@@H]1C=CSN1
charge = 0
orbital gap = 8.635 eV



How do the energies compare? Relative to the most stable structure, in eV: run a 0.568; run b 0.497; run c 0.000.



Run a
Here is the molecule C4H5NS3 from the OMol25 dataset. Energies are from ωB97M-V/def2-TZVPD.

The geometry in XYZ format:
```
13
C4H5NS3 ωB97M-V/def2-TZVPD
C 1.2618 0.0350 0.0257
C -0.2122 0.0635 0.0192
C -2.4370 1.1064 0.1846
C -1.0246 1.3982 0.0437
H 0.8332 -2.2145 0.3922
H -2.8990 1.3699 1.3097
H -3.2095 1.8700 -0.4937
H -0.4774 1.7215 1.0745
H -0.7656 2.2381 -0.5249
N -0.8579 -1.1217 0.2046
S 2.0229 -1.5524 0.0273
S 2.2060 1.4898 -0.1086
S -2.5417 -0.7344 -0.2206
```

Calculated values
charge = 0
orbital gap = 7.114 eV



Run b
Here is the molecule C4H5NS3 from the OMol25 dataset. Energies are from ωB97M-V/def2-TZVPD.

The geometry in XYZ format:
```
13
C4H5NS3 ωB97M-V/def2-TZVPD
S 3.2230 -0.2405 -0.3837
C 1.9847 0.8043 -0.4673
N 0.7461 0.4070 -0.1606
C 0.2074 -0.8650 0.2474
C -1.1687 -0.1652 0.3986
S -2.5427 -0.7784 -0.6640
C -0.4456 1.1185 -0.0878
S -0.7820 2.6897 -0.2427
H 2.0486 1.8440 -0.6997
H 0.2636 -1.6441 -0.5003
H 0.6890 -1.1967 1.1341
H -1.5319 -0.0136 1.4079
H -2.6916 -1.9598 0.0181
```

Calculated values
SMILES = S=CN1C[C@H](S)C1=S
charge = 0
orbital gap = 7.868 eV



How do the energies compare? Relative to the most stable structure, in eV: run a 1.928; run b 0.000.



Run a
Here is the ion CH3I3P with charge +1 from the OMol25 dataset. Energies are from ωB97M-V/def2-TZVPD.

The geometry in XYZ format:
```
8
CH3I3P ωB97M-V/def2-TZVPD
C -1.0871 0.0756 0.0189
P 0.7238 -0.3624 0.0990
I 1.9351 2.3754 -0.2289
I 1.2359 -1.5339 2.2084
I 1.2351 -1.5267 -1.9099
H -1.0023 0.9498 0.8298
H -1.9394 -0.6491 -0.0556
H -1.1010 0.6713 -0.9616
```

Calculated values
charge = +1
orbital gap (alpha / beta) = 6.513 / 6.514 eV



Run b
Here is a cluster of 2 separate species, CH3I3P in total from the OMol25 dataset. Energies are from ωB97M-V/def2-TZVPD.

The geometry in XYZ format:
```
8
CH3I3P ωB97M-V/def2-TZVPD
C 0.4557 -1.6261 0.1769
P -0.2286 1.1229 -0.0797
I -2.4660 1.0631 -0.9903
I -0.4565 2.5538 1.9202
I 1.3959 2.0973 -1.5318
H 0.2104 -1.6303 1.1894
H 1.5128 -1.8350 -0.1172
H -0.4238 -1.7456 -0.5675
```

Calculated values
charge = +1
orbital gap (alpha / beta) = 6.559 / 6.523 eV



How do the energies compare? Relative to the most stable structure, in eV: run a 0.000; run b 0.817.



Run a
Here is the ion C3H8N5 with charge +1 from the OMol25 dataset. Energies are from ωB97M-V/def2-TZVPD.

The geometry in XYZ format:
```
16
C3H8N5 ωB97M-V/def2-TZVPD
H -1.9872 -2.5290 -0.3880
N -1.8143 -1.4766 -0.4165
C -0.7145 -0.9119 -0.1728
N 0.6491 -1.5849 0.1306
C 1.7030 -0.8043 0.0859
N 1.6477 0.4805 -0.1389
C 0.3964 1.2464 -0.3547
N -0.6440 0.4253 0.1136
N -1.8298 1.1909 0.2424
H 0.6478 -2.5083 0.4250
H 2.6731 -1.4445 0.2591
H 2.5411 0.9710 -0.1982
H 0.4633 2.2547 0.0506
H 0.2486 1.2984 -1.5273
H -2.3821 0.5753 0.7161
H -2.3724 1.3747 -0.5472
```

Calculated values
SMILES = [H]/N=C1\[NH+]=CNCN1N
charge = +1
orbital gap = 9.622 eV



Run b
Here is a cluster of 2 separate species, C3H8N5 in total from the OMol25 dataset. Energies are from ωB97M-V/def2-TZVPD.

The geometry in XYZ format:
```
16
C3H8N5 ωB97M-V/def2-TZVPD
C 0.4058 1.4757 -1.8518
C -0.0738 2.1294 0.3264
C 0.2616 0.6580 0.7664
N 0.1481 2.4445 -1.0796
N -0.0545 -3.1274 0.4032
N -0.5654 -2.0155 0.8491
N 0.0191 0.1460 -1.5068
N -0.0246 -0.2222 -0.3525
H 0.7218 1.5430 -2.8662
H -1.1542 2.5026 0.7144
H 0.6317 2.7291 1.0556
H 1.3602 0.5773 1.0475
H -0.4809 0.1859 1.4386
H 0.9415 -3.3433 0.5189
H -0.5249 -3.8991 -0.0549
H -1.6116 -1.7841 0.5917
```

Calculated values
charge = +1
orbital gap = 7.123 eV



How do the energies compare? Relative to the most stable structure, in eV: run a 0.000; run b 3.839.